The following is a DFT calculation (ωB97M-V/def2-TZVPD) of a structure of composition C13H30LuOP2 in a non-equilibrium geometry.

```
47
Properties=species:S:1:pos:R:3:forces:R:3
Lu 0.1597 1.1625 -0.6238 -1.41 9.19 -11.92
H 0.6201 0.5044 0.5662 5.90 -5.23 8.14
H 0.8718 0.0306 -0.1458 3.83 -7.95 7.47
P -0.3388 2.7432 1.0471 -1.06 4.57 4.03
P 0.9421 0.2802 -2.6612 2.10 -1.47 -5.83
C -0.2725 -0.6525 -3.6949 -0.32 0.00 0.22
H 0.1700 -0.9839 -4.6511 -0.08 0.26 0.46
H -0.6282 -1.5283 -3.1275 0.17 0.32 -0.27
H -1.1376 0.0015 -3.8931 0.30 -0.25 -0.03
C 1.5454 1.5718 -3.8321 -0.01 -0.11 -0.17
H 2.3523 2.1378 -3.3398 -0.21 -0.14 -0.28
H 1.9132 1.1244 -4.7724 -0.07 0.24 0.40
H 0.7171 2.2667 -4.0450 0.35 -0.27 0.08
C 2.3775 -0.8827 -2.5957 0.02 -0.10 0.22
H 2.0858 -1.7811 -2.0265 0.13 0.36 -0.24
H 2.7095 -1.1801 -3.6066 -0.18 0.25 0.42
H 3.2061 -0.3861 -2.0643 -0.18 -0.26 -0.25
C -0.1325 4.4884 0.4864 -0.09 0.08 0.10
H -0.3453 5.2025 1.3014 0.17 -0.28 -0.31
H 0.9016 4.6181 0.1287 -0.36 0.07 0.12
H -0.8155 4.6690 -0.3593 0.30 -0.11 0.33
C -2.0551 2.7490 1.7325 -0.11 -0.28 -0.19
H -2.2560 1.7724 2.2033 0.01 0.38 -0.10
H -2.1992 3.5552 2.4736 0.18 -0.34 -0.36
H -2.7652 2.8795 0.8992 0.21 0.00 0.35
C 0.6948 2.7059 2.5789 -0.06 -0.04 0.08
H 1.7548 2.7832 2.2864 -0.34 0.00 0.21
H 0.4362 3.5311 3.2663 0.14 -0.34 -0.32
H 0.5435 1.7410 3.0916 0.10 0.37 -0.17
C -1.5645 0.3171 -0.6620 -11.65 -5.70 -0.43
O -2.6293 -0.1707 -0.7060 3.15 2.07 0.04
H -0.3741 2.3720 -1.6249 -1.65 3.86 -1.87
C -1.8514 -3.0157 2.1838 -0.32 0.23 0.17
C -0.4188 -2.9809 1.5762 0.00 0.27 0.63
C 0.5265 -2.7997 2.8269 0.43 0.27 0.43
C -0.0647 -4.3090 0.9395 0.41 -0.79 -0.61
C -0.2795 -2.0008 0.4035 0.11 0.92 0.20
C -0.1669 -1.2011 -0.5558 0.48 -0.53 2.16
H -1.9528 -3.8783 2.8925 0.27 0.62 -0.75
H -2.6239 -3.1116 1.4079 0.18 0.02 0.23
H -2.0598 -2.1053 2.7945 0.16 -0.52 -0.59
H 0.4026 -3.6776 3.5257 -0.10 0.70 -1.00
H 1.6107 -2.7738 2.5839 -0.70 0.10 -0.08
H 0.2874 -1.9185 3.4730 0.11 -0.46 -0.81
H -0.7332 -4.4747 0.0732 0.44 -0.21 0.37
H 0.9939 -4.2444 0.5883 -0.80 -0.33 0.14
H -0.1579 -5.1511 1.6574 0.02 0.55 -0.42
```
Positions in Å, forces in eV/Å.

Output
* net charge: +1
* HOMO-LUMO gap (spin up / spin down): 6.522 / 6.522 eV
* energy: -2506.0264 Eh
* LUMO level (spin up / spin down): -5.2 / -5.2 eV

Results of the Mulliken charge analysis, in e, for atoms 1 through 8:
1 Lu -0.01
2 H -0.07
3 H 0.31
4 P 0.64
5 P 0.89
6 C -1.29
7 H 0.46
8 H 0.32


The following is a DFT calculation (ωB97M-V/def2-TZVPD) of a structure of composition C31H38F4N6O5SSn.

```
86
Properties=species:S:1:pos:R:3:forces:R:3
Sn -0.4633 -0.5326 0.3728 -0.03 -0.05 0.01
C 3.0675 1.4536 2.3856 -0.01 0.05 0.00
N 2.6302 0.2680 1.6894 0.04 -0.03 0.01
C 3.5521 -0.0912 0.6448 0.00 -0.03 -0.05
C 2.3893 -0.8539 2.5812 0.04 0.01 0.09
C 1.4451 -0.5523 3.7484 0.11 0.01 -0.11
N 0.3066 0.2023 3.2870 -0.12 0.03 0.22
C -0.5506 0.6682 4.1648 0.10 0.06 -0.11
C -1.5749 1.5652 3.7063 -0.15 0.11 -0.12
F -1.5663 1.8982 2.3860 -0.02 -0.05 0.12
C -2.5303 2.1253 4.5067 0.03 0.01 -0.11
F -3.4390 2.9658 3.9431 0.10 -0.10 0.13
C -2.5940 1.8822 5.8776 0.00 0.00 -0.04
C -1.6114 1.0380 6.3636 0.12 -0.11 0.12
F -1.6000 0.7479 7.6986 -0.04 0.06 -0.18
C -0.6382 0.4627 5.5782 0.02 -0.07 0.24
F 0.2609 -0.3613 6.2037 -0.18 0.10 -0.01
H 4.0013 1.2787 2.9574 0.02 0.02 0.00
H 2.2879 1.7839 3.0686 -0.03 0.00 0.04
H 3.2383 2.2521 1.6634 0.01 0.02 -0.02
H 4.5662 -0.3257 1.0300 0.00 -0.01 -0.01
H 3.6398 0.7309 -0.0702 0.00 0.02 -0.01
H 3.1850 -0.9726 0.1123 0.00 -0.01 0.00
H 3.3510 -1.2135 3.0071 -0.02 -0.04 -0.01
H 1.9764 -1.6742 1.9886 -0.04 -0.01 -0.04
H 2.0112 -0.0163 4.5276 -0.02 -0.01 -0.04
H 1.1746 -1.5249 4.1835 0.04 0.02 0.00
H -3.3551 2.3100 6.5075 -0.03 0.02 0.03
C 2.3711 3.5622 -1.9104 -0.01 -0.01 -0.06
C 1.0010 3.1561 -1.3891 0.05 0.10 0.14
C -0.0347 4.2441 -1.6815 0.01 0.02 0.02
O 1.1251 2.9803 0.0138 -0.05 0.02 -0.06
C 0.5140 1.8691 -2.0847 0.08 0.19 0.09
O 0.7071 1.7496 -3.2962 0.13 -0.01 -0.31
O -0.0870 1.0323 -1.3455 -0.25 -0.03 0.18
H 2.6591 4.5218 -1.4766 0.02 0.02 0.03
H 2.3543 3.6354 -2.9962 0.00 0.03 -0.01
H 3.1140 2.8179 -1.6199 0.00 -0.03 0.01
H 0.2653 5.1717 -1.1900 0.01 0.01 0.01
H -1.0088 3.9483 -1.2908 -0.02 -0.02 0.02
H -0.1227 4.4102 -2.7553 0.00 0.01 -0.04
H 0.5836 2.2133 0.2602 0.07 0.01 0.01
O 5.4841 -1.6433 -3.6115 -0.03 -0.17 0.00
C 4.5057 -0.6218 -3.6846 0.03 0.21 0.10
N 3.6109 -0.7551 -4.7954 0.05 -0.06 -0.13
C 2.4116 -1.4079 -4.7936 -0.07 0.10 0.15
O 1.7422 -1.5176 -5.7973 -0.04 -0.14 -0.20
C 2.0059 -1.9924 -3.4717 0.04 -0.11 0.06
C 2.4167 -3.2729 -3.1193 -0.06 -0.04 -0.12
C 2.0521 -3.7873 -1.8886 -0.02 0.06 0.10
C 1.3096 -2.9854 -1.0337 0.19 -0.07 -0.06
N 0.9117 -1.7624 -1.3815 -0.28 -0.19 0.29
C 1.2273 -1.2727 -2.5783 0.01 0.19 -0.01
H 5.0326 -2.4522 -3.3372 0.07 0.07 0.02
H 5.0578 0.3109 -3.7964 -0.01 -0.05 0.03
H 3.9237 -0.5754 -2.7623 0.02 0.04 -0.07
H 3.9260 -0.4775 -5.7134 -0.03 0.08 0.07
H 2.9853 -3.8716 -3.8236 0.04 0.00 0.00
H 2.3195 -4.7879 -1.5820 0.01 -0.03 0.00
H 1.0226 -3.3274 -0.0459 0.00 0.01 -0.06
H 0.8612 -0.2727 -2.8032 0.04 -0.21 -0.14
S -0.6712 -3.1049 2.0669 0.10 -0.28 -0.33
C -0.6777 -4.4908 1.1107 -0.12 0.43 0.47
N -0.6444 -5.4587 0.4685 0.06 -0.16 -0.23
C -5.4899 1.1524 -0.7647 -0.06 -0.01 -0.05
N -4.3152 1.3073 0.0616 -0.06 0.14 -0.07
C -3.2103 1.8612 -0.6967 0.03 0.03 -0.09
C -3.9524 0.0886 0.7815 0.09 -0.07 0.19
C -3.6616 -1.1131 -0.0908 0.02 -0.03 0.03
C -4.7325 -1.9290 -0.4518 -0.02 0.03 -0.01
C -4.5641 -3.0062 -1.3066 -0.04 -0.02 0.01
C -3.3042 -3.2646 -1.8180 0.08 0.02 -0.01
C -2.2327 -2.4625 -1.4436 -0.21 -0.03 0.00
C -2.3675 -1.3854 -0.5611 0.13 -0.09 -0.18
H -5.7776 2.1290 -1.1621 0.00 0.01 0.00
H -6.3199 0.7716 -0.1637 0.00 -0.01 0.02
H -5.3498 0.4656 -1.6162 0.00 0.03 0.01
H -3.5423 2.7842 -1.1791 0.02 0.02 0.01
H -2.8236 1.1872 -1.4748 -0.02 0.01 -0.01
H -2.3874 2.1081 -0.0261 0.04 -0.02 0.06
H -4.7733 -0.1393 1.4690 -0.01 -0.03 -0.02
H -3.0826 0.3289 1.3977 -0.01 0.02 0.03
H -5.7167 -1.7160 -0.0443 -0.01 -0.01 0.01
H -5.4045 -3.6427 -1.5598 -0.01 0.00 0.00
H -3.1419 -4.1078 -2.4795 0.00 0.00 -0.01
H -1.2648 -2.7171 -1.8488 0.09 -0.05 -0.01
```
Positions in Å, forces in eV/Å.

Output
* ΔE to the lowest compared entry with this formula, charge and spin: 210.3 kJ/mol
* net charge: -2
* HOMO-LUMO gap: 5.302 eV
* energy: -2920.8277 Eh
* LUMO level: 3.9 eV

Results of the Mulliken charge analysis, in e, for atoms 1 through 8:
1 Sn 0.98
2 C -1.19
3 N 1.53
4 C -0.97
5 C -0.56
6 C -1.58
7 N 0.54
8 C 0.08